Record 1
{"formula": "C5H10N2S", "method": "ωB97M-V with the def2-TZVPD basis set", "lumo_ev": 0.735, "species": ["S", "N", "N", "C", "C", "C", "C", "C", "H", "H", "H", "H", "H", "H", "H", "H", "H", "H"], "coordinates": [[-0.850895, 1.322913, -2.196783], [-1.803614, 0.694968, 0.226827], [0.364718, -1.740497, -1.769367], [0.339206, 2.534804, -1.573135], [0.624235, -1.955470, 2.400805], [-0.289242, -0.882483, -1.203511], [-1.023199, 0.204627, -0.911191], [1.514043, -1.053504, 1.980808], [-2.573851, 1.291462, -0.209783], [-0.024991, -2.501235, -2.207011], [0.599138, -2.891139, 1.983829], [1.371192, -0.190508, 2.531658], [0.230125, 3.427659, -2.243463], [-0.181613, -1.921555, 3.212580], [2.296831, -1.180308, 1.332991], [-2.254680, -0.168205, 0.604462], [0.272231, 2.875289, -0.518735], [1.390367, 2.133182, -1.440981]], "forces_ev_per_angstrom": [[0.0, 1.2, -0.9], [-0.8, -1.4, -0.9], [1.9, 1.8, 2.4], [1.5, 0.5, 1.0], [-0.6, 0.6, 0.9], [-1.6, 1.0, -0.1], [0.6, -0.6, 0.5], [-3.0, -1.1, 2.6], [1.3, -1.1, 0.8], [-1.4, -1.8, -1.5], [0.2, -2.4, -1.2], [0.6, 2.3, 0.5], [0.5, -0.9, 0.6], [1.4, 1.0, -1.2], [1.5, -0.4, -1.7], [0.2, 1.2, 0.1], [-1.3, -0.1, -0.5], [-0.9, 0.3, -1.3]], "mulliken_charge": [-0.179, -0.613, -0.548, -0.806, -0.508, 0.376, 0.063, -0.583, 0.301, 0.271, 0.314, 0.228, 0.275, 0.208, 0.341, 0.276, 0.317, 0.268]}


Record 2
{"formula": "C2H3N2O2", "method": "ωB97M-V with the def2-TZVPD basis set", "charge": 1, "lumo_ev": [-6.396, -6.394], "species": ["O", "O", "N", "N", "C", "C", "H", "H", "H"], "coordinates": [[0.873259, 0.993985, -0.363434], [0.621621, 1.699697, 1.762851], [-0.633048, -0.423279, 0.788905], [0.487526, 1.019416, 0.831242], [0.403042, 0.000988, -1.145764], [-0.466568, -0.808495, -0.442440], [-1.087610, -0.782864, 1.612467], [0.763995, -0.038700, -2.154947], [-0.962216, -1.660747, -0.888882]], "forces_ev_per_angstrom": [[1.4, 2.0, -0.2], [0.5, 0.4, -1.1], [2.4, 3.7, 0.3], [-3.9, -4.9, 1.8], [-1.5, -1.7, 0.2], [0.9, 0.5, -1.5], [0.0, 0.0, 0.4], [0.1, 0.2, 0.0], [0.0, -0.1, 0.2]], "mulliken_charge": [-0.067, -0.357, -0.187, 0.711, -0.315, 0.093, 0.278, 0.416, 0.427]}


Record 3
{"formula": "C20H19N12RuSb", "method": "ωB97M-V with the def2-TZVPD basis set", "spin_multiplicity": 2, "s2": 0.76, "charge": 1, "lumo_ev": [-4.630, -4.607], "species": ["Sb", "Ru", "N", "N", "N", "N", "N", "N", "N", "N", "N", "N", "N", "N", "C", "C", "C", "C", "C", "C", "C", "C", "C", "C", "C", "C", "C", "C", "C", "C", "C", "C", "C", "C", "H", "H", "H", "H", "H", "H", "H", "H", "H", "H", "H", "H", "H", "H", "H", "H", "H", "H", "H"], "coordinates": [[-2.668430, -0.057726, 1.954300], [0.232712, -0.021182, -0.165819], [4.620300, -0.046882, 0.278747], [3.214674, 0.276051, 0.824290], [2.795517, 0.078993, -2.610416], [-1.172607, 1.738008, 0.002920], [2.363688, 0.386091, -0.297205], [-1.119518, -1.781484, -0.054521], [-0.644735, -0.017052, -3.060132], [0.424607, 0.055295, -2.236688], [1.124238, -0.007604, -4.318470], [4.477774, -0.107265, -0.941374], [-0.219130, -0.052347, -4.281625], [0.399987, -0.259250, 2.038621], [1.801397, 0.071129, 3.947879], [1.465913, 0.054917, -3.053197], [-1.924243, -3.743165, -1.139512], [-3.367089, -2.510130, 0.295980], [-3.167448, -3.575302, -0.572282], [0.316676, 3.055188, -1.447504], [2.759138, -0.779048, 1.792322], [-0.671375, 0.059508, 2.774763], [0.704440, 0.465521, 4.702367], [3.158030, 0.141433, -1.326755], [1.605192, -0.294221, 2.629460], [-2.051232, 3.701917, -1.039024], [-2.372419, 1.564184, 0.590492], [-3.443015, 2.414895, 0.386962], [-3.282658, 3.502808, -0.459568], [-1.008846, 2.808822, -0.797737], [-0.911852, -2.826928, -0.870180], [-0.545737, 0.428541, 4.114733], [-2.323199, -1.634384, 0.531464], [0.441195, -3.004103, -1.489505], [-4.325720, -2.358171, 0.774578], [-1.428185, 0.683413, 4.687178], [3.519554, -0.039930, -3.304134], [0.824689, 0.760438, 5.736047], [2.790724, 0.023759, 4.383992], [-3.969945, -4.267736, -0.789679], [3.622265, -1.038081, 2.402669], [-4.101553, 4.183832, -0.650110], [0.259317, 2.825253, -2.513161], [-1.874621, 4.549474, -1.687453], [3.285220, 1.177925, 1.307799], [1.133532, -2.251412, -1.110174], [0.594903, 4.105046, -1.346226], [-1.722640, -4.575781, -1.799813], [2.466927, -1.624839, 1.171503], [1.087051, 2.432518, -1.002242], [0.833176, -3.997514, -1.265703], [0.383582, -2.900434, -2.574238], [-4.390221, 2.227026, 0.875381]], "forces_ev_per_angstrom": [[0.0, 0.0, -0.1], [2.3, -1.0, 0.9], [0.2, -0.1, 0.1], [-0.1, -0.1, 0.0], [-0.1, -0.1, -0.1], [-0.1, 0.0, -0.4], [-1.2, -0.1, 0.2], [-0.3, 0.7, -0.7], [0.2, 0.0, -0.2], [-1.1, 0.0, 0.2], [0.0, 0.0, 0.0], [-0.3, 0.1, 0.0], [-0.1, 0.0, 0.1], [-0.3, 0.7, -0.7], [0.0, -0.1, 0.0], [0.3, 0.1, 0.3], [0.0, 0.0, 0.1], [0.0, 0.0, 0.0], [0.0, 0.0, 0.0], [0.0, 0.0, 0.0], [0.0, 0.1, 0.0], [-0.1, -0.1, 0.2], [0.0, 0.0, 0.0], [0.3, 0.1, 0.0], [0.1, -0.1, -0.1], [0.0, 0.0, 0.0], [0.0, 0.1, 0.0], [0.0, 0.0, 0.0], [0.0, 0.0, 0.0], [0.0, -0.1, 0.1], [0.1, 0.0, 0.0], [0.1, -0.1, 0.0], [0.1, -0.1, 0.2], [0.0, 0.0, 0.0], [0.0, 0.0, 0.0], [0.0, 0.0, 0.0], [0.0, 0.0, 0.0], [0.0, 0.0, 0.0], [0.0, 0.0, 0.0], [0.0, 0.0, 0.0], [0.0, 0.1, 0.0], [0.0, 0.0, 0.0], [0.0, 0.0, 0.0], [0.0, 0.0, 0.0], [0.1, 0.0, -0.1], [0.0, 0.0, 0.0], [0.0, 0.0, 0.0], [0.0, 0.0, 0.0], [0.0, 0.0, 0.0], [0.0, 0.0, 0.0], [0.0, 0.0, 0.0], [0.0, 0.0, 0.0], [0.0, 0.0, 0.0]], "mulliken_spin": [0.009, 0.901, 0.015, -0.003, 0.014, 0.047, -0.005, -0.006, -0.004, -0.010, -0.004, -0.001, 0.010, -0.005, 0.003, -0.002, 0.000, -0.005, 0.005, 0.005, 0.049, -0.004, -0.001, 0.008, -0.035, 0.003, 0.003, 0.006, -0.004, -0.004, -0.005, 0.000, -0.008, 0.035, 0.000, 0.000, 0.000, 0.000, 0.000, 0.000, 0.005, 0.000, -0.001, 0.000, -0.001, -0.007, 0.000, 0.001, -0.001, -0.005, 0.002, -0.003, 0.001]}


Record 4
{"formula": "C23H52F9GaN3S", "method": "ωB97M-V with the def2-TZVPD basis set", "charge": -1, "lumo_ev": 2.487, "species": ["Ga", "S", "F", "F", "F", "F", "F", "F", "F", "F", "F", "N", "N", "N", "C", "C", "C", "C", "C", "C", "C", "C", "C", "C", "C", "C", "C", "C", "C", "C", "C", "C", "C", "C", "C", "C", "C", "H", "H", "H", "H", "H", "H", "H", "H", "H", "H", "H", "H", "H", "H", "H", "H", "H", "H", "H", "H", "H", "H", "H", "H", "H", "H", "H", "H", "H", "H", "H", "H", "H", "H", "H", "H", "H", "H", "H", "H", "H", "H", "H", "H", "H", "H", "H", "H", "H", "H", "H", "H"], "coordinates": [[-2.191115, -1.996742, -0.520374], [1.216640, -0.250399, -3.726223], [-0.069101, -2.142294, -4.966944], [0.068125, -0.358921, -6.037103], [2.249884, -0.506564, -4.902454], [-1.676313, 0.846603, -4.134616], [2.417412, 0.273765, -2.852304], [1.533536, -1.710062, -3.218996], [-2.318113, -0.561247, -5.605781], [0.276349, -0.069443, -2.498183], [0.998753, 1.215645, -4.210201], [-0.564523, -1.328978, 1.820595], [-1.703985, 4.154087, 2.430736], [3.656896, 1.197888, 1.788665], [-2.897605, 4.828456, 1.954823], [3.371163, 0.360474, 0.632613], [-1.883010, -6.449937, -1.651781], [-2.883516, -5.764892, -0.700936], [-0.458932, -3.043619, -0.858844], [4.777645, 2.105972, 1.640830], [6.195968, 1.529673, 1.764082], [3.579502, 0.479936, 3.046552], [-3.593076, -4.535032, -1.278227], [-1.614339, -0.434318, -4.434561], [0.072881, 5.986880, 2.634426], [-1.882248, -0.912825, 1.234965], [-0.838127, 4.938357, 3.289671], [-2.737439, 5.924008, 0.892199], [0.048169, 2.455523, 1.936635], [-1.034530, 3.377476, 1.399574], [4.334416, -0.787632, 0.310225], [3.597546, 1.390153, 4.265632], [-0.180337, -0.865142, -4.837161], [-3.698944, -3.364176, -0.249335], [-2.301755, -1.345873, -3.413591], [-2.354598, -6.535012, -3.104391], [-2.646722, -0.681687, -2.069778], [-2.389904, -5.550342, -3.557676], [-2.310385, -5.419790, 0.156014], [-2.088494, 5.612812, 0.073400], [2.637237, -0.074499, 3.061896], [-2.668708, -1.164450, 1.941551], [-2.999763, -4.165522, -2.112695], [-0.550889, -2.339917, 1.886732], [0.550302, 5.611766, 1.728573], [-0.205495, 4.247719, 3.853374], [-1.653731, -7.111354, -3.702914], [0.867570, 6.267989, 3.330236], [-3.234699, -1.669683, -3.857780], [-3.595604, -6.514535, -0.359065], [-1.846701, 0.141953, 0.969725], [6.511555, 1.027999, 0.850502], [0.880234, 3.012484, 2.372873], [-3.529459, -3.809812, 0.734480], [3.279082, 1.000701, -0.249369], [2.792370, 2.125051, 4.215904], [3.866981, -1.460142, -0.412311], [-0.349960, 1.774640, 2.690468], [-3.567598, 4.062668, 1.551509], [-4.691586, -2.915543, -0.249192], [4.582024, -1.380179, 1.191928], [-0.596196, 4.019722, 0.618583], [-1.451859, 5.427123, 4.052338], [-0.468542, 6.899715, 2.387769], [-3.693108, -0.405319, -1.993509], [2.373718, -0.067002, 0.777060], [-1.782532, 2.753772, 0.902924], [4.671225, 2.900965, 2.384913], [0.455528, 1.851349, 1.125086], [0.449895, -2.445683, -0.884885], [-3.713863, 6.159310, 0.461126], [6.907026, 2.340612, 1.942521], [6.287229, 0.827265, 2.593704], [4.383553, -0.266683, 3.150833], [-2.346610, 6.848905, 1.315643], [-2.064628, 0.210493, -1.855443], [-0.392450, -3.817193, -0.094877], [4.546928, 1.918956, 4.372253], [5.259449, -0.429624, -0.141392], [-1.725288, -2.254321, -3.273852], [-3.358435, -6.945772, -3.158403], [3.456001, 0.794629, 5.169058], [4.685106, 2.620588, 0.680551], [-3.430845, 5.246979, 2.814520], [0.175823, -1.106198, 1.165563], [-4.587988, -4.785313, -1.644782], [-0.917322, -5.959628, -1.627253], [-0.502986, -3.587352, -1.806235], [-1.769765, -7.480412, -1.312420]], "forces_ev_per_angstrom": [[-0.4, 0.5, 0.5], [0.6, -1.2, 0.1], [-0.1, -2.3, 0.1], [0.4, 0.9, -1.0], [0.3, 0.2, -0.5], [0.4, 1.3, 0.3], [0.4, 0.2, 0.4], [0.0, -0.5, 0.2], [0.0, 0.0, -0.7], [-0.6, 0.5, 0.4], [-0.4, 0.8, -0.3], [0.0, 0.5, 0.7], [-0.2, 0.1, 0.0], [0.0, 0.0, -0.3], [-0.2, -0.1, 0.0], [-0.2, -0.1, -0.1], [-0.7, -0.4, -0.3], [0.5, 0.2, -0.5], [-0.6, 0.0, -0.4], [0.1, 0.2, 0.2], [0.1, 0.1, -0.1], [0.0, 0.0, 0.2], [0.0, 0.7, 0.5], [-1.1, -2.0, 0.2], [0.0, 0.1, 0.1], [0.5, -1.2, -1.2], [0.2, -0.1, 0.2], [-0.1, 0.1, 0.0], [0.0, 0.0, 0.1], [0.2, -0.1, -0.1], [0.0, 0.0, -0.1], [0.1, 0.0, 0.0], [0.0, 1.9, 0.2], [0.6, -0.5, -0.2], [-0.1, 0.7, 0.7], [0.2, 0.4, 0.2], [0.5, -0.8, 0.7], [-0.1, 0.2, -0.1], [0.0, -0.1, 0.3], [0.0, 0.0, 0.0], [0.0, 0.0, -0.2], [-0.1, 0.5, 0.3], [-0.1, -0.1, -0.3], [0.0, 0.0, -0.1], [0.0, 0.0, 0.0], [0.0, -0.1, -0.1], [-0.1, -0.3, -0.1], [0.0, 0.0, 0.0], [-0.1, 0.0, -0.4], [-0.2, 0.0, 0.1], [-0.1, 0.2, 0.5], [0.0, -0.1, 0.0], [0.0, 0.0, 0.0], [-0.3, 0.1, 0.3], [0.1, 0.1, 0.1], [0.0, 0.0, -0.1], [0.0, 0.0, 0.0], [0.0, 0.0, 0.0], [0.1, -0.1, 0.0], [-0.1, 0.1, 0.0], [0.0, 0.0, 0.0], [0.0, 0.0, 0.0], [-0.1, 0.0, -0.1], [0.0, 0.0, -0.1], [-0.2, 0.1, -0.2], [0.0, 0.0, 0.1], [-0.1, 0.1, 0.0], [0.0, -0.1, 0.1], [0.0, 0.0, 0.0], [0.1, 0.0, 0.2], [0.0, 0.0, 0.0], [0.0, 0.0, 0.0], [0.0, 0.0, 0.0], [0.0, 0.0, 0.1], [0.1, 0.0, 0.0], [0.1, 0.1, -0.2], [0.2, 0.0, 0.2], [0.0, 0.0, 0.0], [0.0, 0.0, 0.1], [0.4, 0.0, -0.1], [-0.1, -0.3, -0.1], [0.0, 0.0, 0.0], [-0.1, -0.1, -0.1], [0.1, 0.0, 0.1], [-0.1, -0.1, -0.1], [0.0, -0.2, -0.3], [0.2, 0.1, 0.1], [0.0, 0.0, -0.2], [0.4, -0.1, 0.2]], "mulliken_charge": [-0.704, 1.475, -0.248, -0.315, -0.364, -0.259, -0.345, -0.305, -0.397, -0.263, -0.316, -0.635, 0.136, 0.494, -0.729, 0.102, -0.399, -0.687, -0.783, -0.788, -1.050, -0.427, 0.080, 0.804, -1.022, 0.400, -0.710, -0.973, -1.226, -0.496, -1.401, -1.327, 0.414, -0.946, -0.845, -1.163, -0.816, 0.194, 0.211, 0.271, 0.427, 0.446, -0.327, 0.318, 0.257, 0.394, 0.408, 0.371, 0.515, 0.444, -0.604, 0.282, 0.464, 0.441, 0.467, 0.164, 0.446, 0.342, 0.408, 0.426, 0.321, 0.138, 0.362, 0.299, 0.620, -0.503, 0.546, 0.429, 0.158, 0.023, 0.391, 0.385, 0.243, 0.288, 0.236, 0.456, 0.427, 0.319, 0.311, 0.038, 0.300, 0.455, 0.411, 0.374, -0.022, 0.454, 0.196, 0.221, 0.397]}